(1)
{
  "formula": "C25H59AsN5ReS4Si6",
  "method": "ωB97M-V/def2-TZVPD",
  "total_charge": 1,
  "s2": 3.7823,
  "relative_energy_ev": 0.366,
  "gap_ha": [0.249, 0.215],
  "energy_ev": -187910.702,
  "e_homo_ev": [-9.21, -9.12],
  "multiplicity": 4,
  "elements": ["H", "Si", "C", "N", "H", "H", "H", "C", "C", "N", "S", "C", "C", "H", "H", "H", "C", "H", "H", "H", "H", "C", "Si", "H", "S", "H", "H", "H", "C", "N", "C", "H", "Si", "C", "C", "H", "C", "H", "C", "C", "C", "H", "H", "H", "H", "C", "H", "H", "H", "H", "C", "H", "H", "H", "H", "H", "C", "H", "H", "H", "H", "H", "H", "H", "C", "C", "H", "C", "H", "Si", "H", "N", "H", "S", "H", "H", "Si", "H", "H", "H", "H", "C", "Si", "H", "C", "Re", "H", "C", "C", "H", "As", "H", "N", "H", "S", "H", "H", "H", "H", "H", "H"],
  "xyz": [[-1.431, 2.222, -4.209], [0.831, -2.141, -4.023], [-3.603, -1.126, -4.563], [-2.374, -1.535, 2.543], [0.654, -3.526, -6.070], [4.696, -0.794, -0.670], [-2.791, 1.328, -1.441], [-3.284, -2.172, -0.208], [2.657, 2.638, 4.257], [-1.125, 0.071, 1.187], [0.738, 4.210, -2.660], [-2.504, 4.206, 2.642], [-3.547, -1.483, 3.113], [2.593, -0.408, -3.802], [-2.676, 2.812, 1.019], [4.825, 2.386, 2.124], [-0.714, -3.990, -0.304], [4.010, -1.164, 2.983], [-4.151, 1.710, -2.496], [5.835, 1.360, 1.109], [-3.061, -1.134, 0.038], [2.638, 4.279, 1.666], [-1.923, -2.935, -1.282], [-0.531, -2.222, -6.118], [1.819, 2.977, -3.706], [-1.978, 5.481, 4.293], [0.383, 4.661, 4.334], [3.716, 4.199, 1.520], [-2.029, 3.245, 1.774], [-4.425, -0.480, 2.924], [1.167, -1.913, 1.740], [5.043, 0.683, 2.532], [3.455, 0.943, 0.583], [1.711, -3.421, -2.955], [4.918, 1.382, 1.704], [-4.147, 0.318, 2.380], [0.337, -0.037, 4.086], [-2.060, -4.186, -3.451], [-0.332, 4.271, 3.620], [1.940, -0.748, -4.606], [-2.722, -4.033, -2.597], [-4.247, -2.210, -0.718], [3.950, -1.517, 0.753], [-0.314, 0.806, 3.840], [-0.831, -3.657, -5.131], [-1.638, 4.729, 3.594], [-0.292, -0.918, 4.225], [0.016, -3.399, 0.247], [2.044, 2.039, 4.931], [2.974, -1.176, -0.680], [3.537, 2.151, -0.863], [2.177, 4.434, 0.689], [4.142, 3.029, -0.630], [2.536, 2.493, -1.114], [-4.753, -2.489, 4.434], [1.352, 0.116, -4.921], [3.225, -0.814, 3.655], [-5.287, -0.428, 3.436], [3.012, -1.618, 4.363], [0.892, -1.626, 0.725], [-3.380, -2.725, 0.729], [-4.123, 0.172, -1.624], [-1.001, 0.933, -5.325], [1.794, -3.077, -1.921], [-1.824, 1.368, -4.755], [-0.061, -2.962, -5.467], [3.644, 2.176, 4.199], [-3.505, 0.900, -2.151], [-3.652, -3.607, -2.973], [1.911, 2.761, 2.529], [2.448, 5.169, 2.270], [-0.762, 2.804, 1.804], [1.172, -4.371, -2.957], [-0.167, 3.480, -0.964], [2.786, 3.627, 4.702], [-4.195, -1.777, -3.919], [-2.570, 0.112, -3.585], [3.955, 1.684, -1.757], [2.560, -1.064, -5.447], [-2.568, 1.737, -5.464], [0.816, 0.175, 5.043], [3.789, -0.806, -0.060], [1.637, -0.363, 2.731], [-4.290, -0.599, -5.227], [-1.787, -0.643, 1.829], [-0.064, 1.467, 0.299], [0.314, -2.424, 2.195], [1.825, 1.136, 1.574], [0.093, 3.310, 2.708], [1.994, -2.623, 1.686], [-0.816, -1.181, -2.538], [-2.950, -5.014, -2.176], [-3.915, -2.518, 3.882], [-2.958, -1.754, -5.181], [0.638, 0.122, -1.531], [-0.172, -4.664, -0.969], [2.721, -3.609, -3.324], [-1.263, -4.602, 0.416], [-3.221, -3.216, 4.088], [-3.523, 4.555, 2.562], [3.616, 0.028, 4.228]],
  "lowdin_spin": [0.001, -0.001, 0.002, 0.028, 0.000, 0.000, 0.006, 0.001, 0.002, 0.026, 0.356, 0.000, 0.012, 0.000, 0.004, 0.000, 0.000, 0.000, 0.000, 0.000, 0.001, 0.001, 0.000, 0.000, 0.561, 0.000, 0.000, 0.000, 0.013, 0.005, 0.000, 0.000, 0.006, 0.001, -0.002, 0.001, 0.001, 0.000, -0.001, 0.001, -0.001, 0.000, 0.000, 0.000, 0.000, 0.007, 0.000, 0.000, 0.000, 0.002, 0.013, 0.000, 0.000, 0.005, 0.000, 0.003, 0.003, 0.000, 0.001, 0.001, 0.000, 0.000, 0.001, 0.001, 0.002, -0.001, 0.000, 0.005, 0.000, 0.006, 0.000, 0.014, 0.000, 0.082, 0.000, 0.000, 0.006, 0.003, 0.000, 0.000, 0.000, 0.003, 0.012, 0.000, 0.062, 1.612, 0.000, 0.020, 0.009, 0.000, 0.010, 0.000, 0.006, 0.000, 0.085, 0.000, 0.000, 0.000, 0.000, 0.000, 0.000]
}

***

(2)
{
  "formula": "C25H59Br16O12P3",
  "method": "ωB97M-V/def2-TZVPD",
  "gap_ha": 0.360,
  "energy_ev": -1200005.089,
  "e_homo_ev": -9.70,
  "smiles": "COP(=O)(OC)OC.COP(=O)(OC)OC.COP(=O)(OC)OC.BrCCBr.BrCCBr.BrCCBr.BrCCBr.BrCCBr.BrCCBr.BrCCBr.BrCCBr",
  "multiplicity": 1,
  "elements": ["O", "C", "H", "C", "P", "Br", "C", "C", "C", "H", "H", "C", "H", "H", "C", "H", "Br", "O", "H", "H", "C", "O", "Br", "C", "H", "Br", "H", "O", "Br", "O", "H", "H", "C", "O", "H", "C", "C", "H", "H", "C", "H", "H", "H", "C", "H", "O", "H", "H", "H", "C", "H", "Br", "H", "Br", "H", "H", "H", "H", "H", "O", "H", "P", "O", "H", "Br", "C", "H", "Br", "H", "C", "C", "C", "H", "H", "H", "H", "H", "Br", "H", "H", "H", "H", "H", "O", "C", "H", "H", "H", "H", "H", "C", "Br", "H", "H", "C", "O", "Br", "Br", "Br", "Br", "H", "H", "Br", "C", "H", "H", "H", "H", "C", "H", "O", "P", "H", "C", "H"],
  "xyz": [[0.487, -6.737, 2.008], [2.698, 0.699, -5.761], [-1.786, -7.069, 0.670], [0.722, 5.090, -1.195], [1.028, -6.232, 0.626], [-4.416, 6.506, 4.722], [-0.986, -4.758, -3.243], [-4.567, 4.715, -0.251], [3.710, 0.997, -4.652], [-1.186, 5.456, -0.377], [-1.027, -3.147, -2.031], [3.526, -6.130, 0.405], [-4.489, 3.823, 0.393], [-0.752, 1.645, 1.272], [-4.261, 4.545, 4.505], [1.008, 4.315, -0.489], [-1.160, 0.168, 5.883], [0.032, -7.005, -0.397], [1.111, 6.035, -0.846], [0.759, -8.055, 3.515], [0.716, -8.130, 2.440], [0.964, -4.794, 0.466], [-2.554, -2.377, -3.887], [-1.978, 2.837, -3.694], [3.421, -5.448, 1.240], [-5.182, -2.051, 3.043], [-2.774, 2.985, 4.571], [-4.176, 4.394, -1.647], [1.806, 2.484, 3.004], [2.441, -0.876, -0.219], [3.645, -5.466, -0.479], [-4.702, 4.137, 5.471], [3.206, 2.589, 1.623], [0.808, 0.143, -1.770], [-1.746, 3.894, -3.827], [-4.369, -0.380, 3.530], [1.448, 1.400, -1.733], [-2.149, 4.563, 4.757], [2.129, -0.214, -5.562], [5.506, 0.515, -0.717], [2.545, 1.307, -1.841], [-4.316, 0.016, -1.724], [3.169, 0.609, -6.727], [-4.580, 0.750, 2.409], [4.613, 0.601, -1.343], [-5.033, 2.092, -1.672], [3.286, 1.555, 1.306], [3.207, 0.672, -3.656], [-5.938, 0.319, -1.120], [-5.170, 0.632, -1.853], [-5.616, 5.013, -0.353], [-1.498, 6.484, -2.578], [-1.261, 2.387, -2.946], [-2.165, -6.011, -4.192], [-2.587, -3.887, -2.103], [2.269, -2.811, 0.581], [-0.614, -5.456, -2.447], [-4.817, -0.087, 4.470], [-1.540, -5.607, -0.256], [2.383, -7.014, 0.419], [-0.875, 1.085, -0.302], [-3.673, 2.843, -1.828], [0.501, -0.065, 0.767], [3.447, -2.623, -0.708], [6.323, -1.261, -0.726], [-1.731, -3.625, -2.671], [-0.106, -0.903, 2.933], [1.620, 4.619, -2.912], [4.392, 4.026, 2.779], [6.555, 1.461, -1.229], [-1.354, -6.712, -0.263], [-0.769, 5.179, -1.334], [2.885, 3.224, 0.736], [0.842, -1.218, 5.861], [-4.190, 0.445, 1.424], [4.100, 2.032, -4.598], [5.231, 3.160, 1.435], [-2.147, 3.961, 2.483], [-0.186, -4.408, -3.883], [3.795, -1.951, 0.912], [-1.595, 0.038, 0.874], [-3.938, 5.546, 0.045], [1.722, -8.463, 2.131], [0.253, -2.089, -0.884], [0.028, -1.500, 3.807], [-0.844, -2.166, 3.795], [-1.283, 4.234, -1.469], [-3.321, -0.591, 3.586], [-1.872, 2.295, -4.671], [4.461, -6.718, 0.482], [4.494, 3.123, 2.209], [5.236, -0.073, -5.164], [-0.112, -8.783, 2.117], [7.480, 1.510, -0.655], [-2.871, 3.971, 4.289], [-3.330, 2.663, -3.397], [-6.408, 1.316, 2.173], [5.778, 3.313, -1.310], [1.378, 2.157, -5.752], [5.317, 1.847, 3.435], [-1.954, -7.041, -1.189], [-4.939, 4.310, 3.721], [1.651, -2.483, 3.444], [3.022, -2.131, 0.173], [1.066, 1.958, -2.540], [6.865, 1.273, -2.237], [-4.016, 1.626, 2.668], [5.313, 0.796, 0.305], [-0.779, 0.698, 0.698], [-5.582, 0.520, -2.872], [-2.630, 2.453, -0.848], [0.888, -0.820, -0.544], [1.164, 1.950, -0.824], [0.400, -0.699, 5.035], [1.044, 0.060, 4.742]],
  "mulliken_charge": [-0.280, -0.669, 0.293, -0.064, 0.269, -0.164, -0.209, -0.305, -0.001, 0.362, -0.232, -0.642, 0.005, -0.112, -0.524, -0.078, -0.243, -0.414, 0.510, 0.263, -0.715, 0.338, -0.182, -0.018, 0.309, -0.156, 0.291, -0.397, -0.124, 0.181, 0.226, 0.379, 0.469, -0.058, 0.241, -0.125, -0.219, 0.524, 0.357, 0.222, -0.378, 0.324, 0.527, 0.193, -0.143, -0.262, -0.356, -0.161, 0.234, -0.679, 0.282, -0.100, -0.128, -0.208, 0.426, -0.020, -0.130, 0.442, 0.147, -0.344, 0.101, 0.174, 0.157, 0.259, -0.095, 0.340, -0.740, -0.126, 0.505, -0.741, -0.597, -0.409, 0.018, 0.448, 0.128, 0.323, 0.172, -0.048, 0.476, 0.410, 0.556, 0.259, 0.338, -1.093, 0.561, 0.467, -0.156, -0.082, 0.247, 0.294, -0.507, -0.159, 0.242, 0.472, -0.731, -0.443, -0.148, -0.226, -0.185, -0.170, 0.263, 0.269, -0.152, -0.595, 0.295, 0.480, -0.277, 0.010, -0.348, 0.266, 0.282, 0.320, 0.218, -0.562, 0.270]
}